--- i ---
2 unconnected molecules or ions with the total composition C3H10NO, computed with ωB97M-V with the def2-TZVPD basis set.

As for the LUMO energy: -4.73 eV. For the HOMO energy, the calculation gives -15.107 eV.

The geometry in ORCA input format:
```
! RIJCOSX wB97M-V def2-TZVPD def2/J DEFGRID3
* xyz 1 1
H -2.688 -0.152 -0.570
H 0.747 1.947 -0.990
H 1.367 -1.223 1.448
C -1.396 -1.616 -0.865
C 0.943 1.876 0.074
H 0.268 2.554 0.593
H -0.248 0.116 0.344
C 1.538 -0.203 1.125
H -0.896 -2.245 -0.128
H -2.256 -2.174 -1.216
H 1.977 2.152 0.245
H 2.531 0.205 1.309
N 0.675 0.535 0.573
O -1.810 -0.382 -0.228
H -0.750 -1.390 -1.715
*
```

=====

--- ii ---
2 unconnected molecules or ions with the total composition C3H10NO, computed with ωB97M-V with the def2-TZVPD basis set.

As for the LUMO energy: -8.50 eV. For the HOMO energy, the calculation gives -13.748 eV.

The geometry in ORCA input format:
```
! RIJCOSX wB97M-V def2-TZVPD def2/J DEFGRID3
* xyz 1 1
H 0.175 0.862 2.240
C 0.831 0.576 0.085
H 1.873 0.505 1.851
H 1.102 2.740 0.498
H -2.569 -1.651 -0.749
N -0.553 -1.959 -1.010
H 0.301 -1.602 -0.607
O 1.286 2.384 1.383
H 0.348 1.280 -0.597
H -1.456 -0.417 0.066
C 0.956 0.990 1.501
H -1.906 -0.316 -1.580
H 1.684 0.091 -0.391
H -0.423 -2.425 -1.888
C -1.650 -1.059 -0.802
*
```

=====

The least stable of them is ii.

=====

--- i ---
2 unconnected molecules or ions with the total composition C3H10NO, computed with ωB97M-V with the def2-TZVPD basis set.

As for the LUMO energy: -3.51 eV. For the HOMO energy, the calculation gives -13.154 eV.

The geometry in ORCA input format:
```
! RIJCOSX wB97M-V def2-TZVPD def2/J DEFGRID3
* xyz 1 1
H 0.056 -0.441 -0.034
H 0.480 -1.710 0.921
H -0.464 2.404 2.373
C -0.799 1.720 1.599
C -1.044 2.052 0.337
O -1.062 1.040 -0.615
C 1.428 -1.672 -1.069
H -0.861 0.718 2.019
H -0.962 3.084 0.009
H 2.023 -2.508 -0.755
N 0.258 -1.449 -0.048
H 0.937 -1.884 -2.016
H 2.098 -0.788 -1.043
H -1.540 1.432 -1.357
H -0.550 -1.999 -0.321
*
```

=====

--- ii ---
A molecular structure, C3H10NO, computed with ωB97M-V with the def2-TZVPD basis set.

As for the LUMO energy: -3.67 eV. For the HOMO energy, the calculation gives -14.275 eV.

The geometry in ORCA input format:
```
! RIJCOSX wB97M-V def2-TZVPD def2/J DEFGRID3
* xyz 1 1
H 2.068 -2.005 -0.691
H 1.253 -3.015 0.528
H 0.521 -2.851 -1.076
H 0.607 1.803 1.271
H 0.072 2.596 -0.221
H -1.194 0.280 1.142
C -0.263 2.079 0.679
C -0.322 0.032 -0.649
C 1.094 -2.323 -0.310
H -0.892 2.756 1.252
O 0.397 -1.316 0.309
H 0.556 0.480 -1.098
H -1.929 1.131 -0.092
H -0.951 -0.509 -1.348
N -1.017 0.862 0.305
*
```

=====

The least stable of them is ii.